Record 1
7
Properties=species:S:1:pos:R:3:forces:R:3:lowdin_charge:R:1 method="wB97M-V/def2-TZVPD" e_homo_ev=-9.73 smiles=P[SiH](Cl)Cl orbital_gap_ha=0.3820 energy_ha=-1553.0964 charge=0 e_above_lowest_kcal_mol=12.0
P -1.2616 -0.7658 0.3049 0.1 -0.8 1.5 0.52
Si 0.6328 0.0481 -0.4603 -1.9 2.2 -1.5 -0.63
Cl 2.1486 -1.0983 -0.0293 1.4 -1.3 0.7 0.32
Cl 1.0383 1.9723 0.2470 -0.1 -0.5 -0.3 0.18
H -2.3447 0.1598 0.3132 0.7 0.4 -0.3 -0.15
H -0.6515 -0.3265 1.5481 -0.8 -0.4 -0.1 -0.15
H 0.4381 0.0105 -1.9236 0.4 0.4 0.0 -0.09

***

Record 2
8
Properties=species:S:1:pos:R:3:forces:R:3:lowdin_charge:R:1 method="wB97M-V/def2-TZVPD" e_homo_ev=-7.98 orbital_gap_ha=0.2597 energy_ha=-1501.7385 charge=0 e_above_lowest_kcal_mol=48.3
Si 1.8004 -0.0928 0.5487 -3.5 1.2 -2.2 0.65
Si -1.4549 -0.0172 -0.4991 2.2 0.5 2.7 -0.28
Cl -2.5205 1.4677 0.5127 0.3 -0.1 -0.2 0.11
Cl -2.5171 -1.6881 -0.1453 -0.4 -0.8 -0.2 0.18
H 1.9001 0.2165 1.9152 0.3 0.2 1.3 -0.17
H 2.3085 -1.2594 -0.0255 0.8 -1.5 -0.2 -0.19
H 1.8794 0.9686 -0.4662 0.5 0.3 0.4 -0.16
H -1.3959 0.4048 -1.8406 -0.2 0.2 -1.5 -0.14

***

Record 3
8
Properties=species:S:1:pos:R:3:forces:R:3:lowdin_charge:R:1 method="wB97M-V/def2-TZVPD" e_homo_ev=-8.87 orbital_gap_ha=0.2889 energy_ha=-1501.7605 charge=0 e_above_lowest_kcal_mol=34.5
Si -0.7263 -1.0678 -0.5605 0.2 -0.3 0.3 0.21
Si 1.9258 1.5258 2.4170 0.7 0.7 0.4 0.30
Cl 1.8239 0.3615 4.1627 -0.3 -0.1 -0.5 -0.01
Cl 1.1425 -1.9469 -0.2856 -0.3 0.0 -0.1 0.11
H -0.8012 -0.0753 0.5624 -0.2 -0.1 -0.7 -0.12
H -0.7461 -0.5861 -1.9722 -0.1 0.2 0.5 -0.10
H -1.7839 -2.1006 -0.3803 0.2 0.2 -0.1 -0.10
H 1.0002 0.8607 1.4465 -0.3 -0.6 0.2 -0.28

***

Record 4
6
Properties=species:S:1:pos:R:3:forces:R:3:lowdin_charge:R:1 method="wB97M-V/def2-TZVPD" e_homo_ev="-8.90 / -9.11" orbital_gap_ha="0.2953 / 0.2910" energy_ha=-1084.9999 charge=0 e_above_lowest_kcal_mol=69.9
N -0.9325 -0.9436 0.8372 1.4 0.7 -1.9 0.09
N -3.0758 -1.2606 -0.1080 0.7 -2.7 0.0 -0.57
N -0.5717 -0.2086 0.0306 -1.2 -1.7 3.3 -0.28
Cl -3.7464 0.0820 -0.2225 -1.9 2.1 -0.3 0.58
Cl -1.3923 1.6962 0.3381 0.9 1.0 -0.5 0.07
H 0.1695 -0.2247 -0.6561 0.1 0.6 -0.6 0.12

***

Record 5
6
Properties=species:S:1:pos:R:3:forces:R:3:lowdin_charge:R:1 method="wB97M-V/def2-TZVPD" e_homo_ev="-9.34 / -8.39" orbital_gap_ha="0.2848 / 0.2394" energy_ha=-1412.5889 charge=0 e_above_lowest_kcal_mol=123.4
O 0.6688 -2.2545 0.8947 -0.9 1.7 1.1 -0.85
O 1.5837 0.4693 -0.2191 2.8 0.1 -2.4 -1.05
P 0.5146 0.4352 0.9215 1.2 -0.9 3.9 0.90
Cl 1.6574 -2.4740 -0.3116 0.8 -0.3 -1.0 0.53
Cl 3.3236 0.6027 -0.0882 -1.6 0.0 0.5 0.60
H -0.3686 0.0851 0.0293 -2.3 -0.7 -2.0 -0.13

***

Record 6
17
Properties=species:S:1:pos:R:3:forces:R:3:lowdin_charge:R:1 method="wB97M-V/def2-TZVPD" e_homo_ev=-3.17 orbital_gap_ha=0.1674 energy_ha=-2413.3129 charge=-2 e_above_lowest_kcal_mol=56.3
Sr -3.2065 0.1667 1.5231 2.3 -4.1 -1.3 1.66
F -3.4675 -2.2903 1.1898 -0.7 2.8 0.7 -0.76
Cl 2.4955 2.8483 1.3766 0.7 -1.6 -2.0 0.62
O 2.2409 3.7474 2.4780 -0.2 0.8 -0.2 -0.41
O 1.6789 3.0708 0.1917 -0.7 1.0 0.9 -0.40
O 3.8655 2.9796 0.8916 0.0 0.3 1.0 -0.41
O 2.2442 1.5084 1.8234 0.1 0.0 0.5 -0.38
Cl -1.7858 -0.7318 -3.2200 -0.2 -2.5 -1.9 0.62
O -1.2196 -1.6771 -2.2997 -0.1 0.9 0.7 -0.36
O -2.1886 0.5183 -2.6183 -0.2 0.3 0.8 -0.41
O -0.8286 -0.4782 -4.2738 -0.1 0.5 0.1 -0.39
O -2.9557 -1.3980 -3.8278 0.2 1.0 0.4 -0.43
Cl 0.6295 -1.6536 1.3270 2.0 -0.4 0.6 0.64
O 1.4289 -1.3080 2.4739 0.1 0.1 -0.1 -0.38
O -0.7119 -1.1351 1.6471 -1.7 0.4 -0.3 -0.53
O 1.1210 -1.0730 0.1229 -0.5 0.3 0.1 -0.32
O 0.6598 -3.0945 1.1943 -1.0 0.3 0.1 -0.36

***

Record 7
22
Properties=species:S:1:pos:R:3:forces:R:3:lowdin_charge:R:1 method="wB97M-V/def2-TZVPD" e_homo_ev=-3.98 orbital_gap_ha=0.1746 energy_ha=-2597.9041 charge=-2 e_above_lowest_kcal_mol=77.6
Na -0.5918 -1.2870 -0.9475 0.0 0.2 0.3 0.97
Cl -5.2803 -1.1162 2.5914 -3.4 -1.1 0.7 0.59
O -6.6993 -1.3357 2.7559 -0.8 0.4 0.9 -0.42
O -4.7029 -0.8101 3.8870 0.5 0.3 -1.2 -0.37
O -4.8221 -2.3576 2.0555 2.2 -0.9 -0.3 -0.41
O -5.1821 -0.0967 1.5948 1.6 1.3 -0.2 -0.39
Cl 2.6605 5.0000 -1.6623 2.0 0.2 -0.6 0.60
O 1.7903 3.9996 -1.0935 -1.1 0.9 0.3 -0.39
O 3.1792 4.4343 -2.8717 0.2 -0.5 -1.3 -0.42
O 2.1275 6.3059 -1.9919 -1.5 -0.5 0.4 -0.39
O 3.7608 5.2421 -0.7769 0.4 -0.1 1.0 -0.39
Cl 3.1120 -1.6559 5.4679 -2.3 0.6 0.3 0.57
O 3.8061 -2.9089 5.3243 0.2 -0.2 0.2 -0.39
O 3.9927 -0.5595 5.5285 2.4 1.2 -0.6 -0.38
O 2.1785 -1.4786 4.3904 0.1 -0.4 -1.4 -0.40
O 2.3217 -1.5530 6.6581 -0.3 -1.3 1.4 -0.40
O -3.3726 -1.6882 -5.6654 0.2 -0.1 0.2 -0.05
H -3.7410 -0.8280 -5.8668 -0.1 0.3 0.0 0.03
H -3.6750 -2.2515 -6.3777 -0.1 -0.2 -0.1 0.03
O 2.6741 -1.6642 -4.2154 -0.3 -0.1 0.1 -0.06
H 3.2046 -2.4504 -4.3449 0.1 -0.2 0.0 0.03
H 3.2590 -0.9404 -4.4397 0.1 0.3 0.0 0.04

***

Record 8
11
Properties=species:S:1:pos:R:3:forces:R:3:lowdin_charge:R:1 method="wB97M-V/def2-TZVPD" e_homo_ev=-10.11 smiles=[SiH3][SiH2][Si](Cl)(Cl)Cl orbital_gap_ha=0.3696 energy_ha=-2252.1377 charge=0 e_above_lowest_kcal_mol=19.1
Si 0.3963 -0.7176 -0.6929 -2.1 2.4 -2.5 0.44
Si -1.0632 0.7419 0.5970 -1.1 -0.7 1.6 0.33
Si -3.4659 0.0649 0.1494 0.7 1.2 -0.5 -0.79
Cl -3.8446 0.0756 -1.8966 0.2 0.2 0.4 0.19
Cl -5.0520 1.1620 0.9832 0.9 -0.6 -0.2 0.19
Cl -3.5465 -1.8968 0.6085 -0.2 -0.5 0.5 0.25
H 1.4347 -1.3728 -0.1200 2.2 -1.1 1.6 -0.19
H 0.9496 0.3890 -1.6865 -0.4 -1.1 0.9 -0.08
H -0.2696 -1.7793 -1.5343 -0.1 0.6 0.4 -0.10
H -0.9508 1.0544 2.1564 -0.1 -1.1 -1.3 -0.08
H -0.7688 2.1037 0.2555 0.0 0.8 -0.9 -0.15